(1)
A molecular structure, C11H18BF10N5O4SbTc, computed with ωB97M-V/def2-TZVPD.

```
! RIJCOSX wB97M-V def2-TZVPD def2/J DEFGRID3
* xyz 2 3
Tc -0.0033 0.1115 0.1981
C 2.4410 1.9693 0.1585
C 1.4509 2.4516 -0.9163
N 0.0600 2.1552 -0.4615
C -0.3390 3.1011 0.6432
C -1.1309 2.4127 1.7462
N -0.6091 1.0352 2.0244
C 0.4306 0.9063 3.0803
C 1.7050 1.4564 2.5018
N 1.8059 0.9647 1.0881
H 2.8074 2.7921 0.7682
H 3.3020 1.5141 -0.3154
H 1.6147 1.9479 -1.8646
H 1.5534 3.5246 -1.0799
H -0.5783 2.2719 -1.2480
H -0.9243 3.9178 0.2226
H 0.5804 3.5392 1.0240
H -2.1701 2.2972 1.4560
H -1.0996 2.9998 2.6646
H -1.4018 0.4563 2.3108
H 0.5121 -0.1538 3.3130
H 0.1171 1.4364 3.9804
H 2.5827 1.1440 3.0665
H 1.6979 2.5430 2.4843
H 2.3951 0.1298 1.0837
O -4.7817 -2.7392 -1.9982
C -3.6383 -3.2679 -2.4186
O -3.5757 -4.2479 -3.0950
C -2.3602 -2.5898 -2.0113
C -1.1006 -3.0695 -2.3692
N -0.1771 -2.2637 -1.8448
N -0.7610 -1.2561 -1.1852
C -2.0766 -1.4636 -1.2612
C -2.8230 -0.4768 -0.4796
O -3.9978 -0.3546 -0.3614
O -1.9337 0.3579 0.1422
H -4.6795 -1.9369 -1.4600
H -0.8412 -3.9330 -2.9629
H 0.8313 -2.3181 -1.9596
F 1.4709 -0.3053 -0.9636
Sb 3.5627 -0.9022 -2.5516
F 2.6576 -2.5421 -2.3758
F 4.0180 -1.0382 -0.7494
F 4.9738 -1.5127 -3.5382
F 4.0450 0.8986 -2.4483
F 2.1099 -0.3542 -3.5783
F -2.4543 -2.8851 1.3766
B -1.9965 -2.5769 2.5736
F 0.2441 -1.4047 1.2785
F -2.0491 -1.2887 2.9399
F -1.4671 -3.4534 3.3726
*
```

Results
⟨S²⟩: 2.02
Energy above the lowest of the compared OMol25 structures with the same formula, charge and spin (kcal/mol): 0.0
Energy (eV): -63920.2654
E_HOMO (spin up / spin down) (eV): -15.940 / -15.940
LUMO level (spin up / spin down) (eV): -8.74 / -9.63

The computed Löwdin charges, all in e, follow: Tc 1.94; C -0.12; C -0.14; N -0.14; C -0.11; C -0.11; N -0.15; C -0.13; C -0.11; N -0.11; H 0.13; H 0.10; H 0.11; H 0.15; H 0.15; H 0.15; H 0.11; H 0.13; H 0.15; H 0.11; H 0.13; H 0.15; H 0.16; H 0.12; H 0.13; O 0.18; C -0.47; O 0.18; C 0.01; C 0.10; N 0.11; N -0.06; C -0.13; C -0.44; O 0.22; O -0.20; H 0.10; H 0.17; H 0.12; F -0.44; Sb 1.59; F -0.32; F -0.31; F -0.25; F -0.31; F -0.31; F 0.29; B -0.83; F -0.36; F 0.23; F 0.33



(2)
A gas-phase ion, C22H29ClF3INO6 (charge +1) at a distorted geometry, computed with ωB97M-V/def2-TZVPD.

```
! RIJCOSX wB97M-V def2-TZVPD def2/J DEFGRID3
* xyz 1 1
C -4.3829 -3.4677 1.0978
C -3.7475 -2.3375 0.0575
C -3.4720 -0.8701 0.8169
Cl -3.5229 -1.0148 2.6908
N -2.1798 -0.1985 0.3053
C -2.2079 1.1268 -0.4904
C -3.6079 1.9656 -0.8106
C -0.8418 1.8475 -1.1128
C -0.8070 3.2187 -2.0069
C -0.6948 2.8800 -3.6411
C -1.9620 2.0160 -4.2167
O -2.5566 2.4909 -5.3409
O -2.4906 0.7549 -3.6752
C 0.6515 1.1292 -0.8772
C 2.0419 1.7908 -1.5313
O 2.5928 1.0746 -2.5333
O 2.6207 3.0437 -1.0031
C 3.8735 2.7135 -0.2736
C 3.5879 2.2582 1.2828
C 4.6778 1.1656 1.8452
I 3.6452 3.9798 2.6332
C 0.6247 -0.2458 0.0122
C 2.0932 -0.9936 0.2655
C 2.1882 -2.1665 -0.9002
C 3.0810 -3.4720 -0.4740
F 3.1399 -3.7527 0.9783
F 4.4274 -3.4213 -1.1279
F 2.3923 -4.6655 -1.0944
C -0.8185 -0.8729 0.5884
C -0.5995 -2.2443 1.4549
C 0.0451 -2.0058 2.9642
C 0.0795 -0.4440 3.4497
O 1.0475 0.4565 3.1201
O -0.9627 0.1066 4.3792
H -4.8304 -4.3364 0.4171
H -3.5284 -3.9818 1.7458
H -5.2739 -3.0578 1.7403
H -2.7565 -2.8123 -0.3619
H -4.5197 -2.1944 -0.8123
H -4.4435 -0.2604 0.5626
H -4.4172 1.8471 0.0597
H -3.4543 3.1201 -0.9180
H -4.1295 1.4741 -1.7652
H -1.6896 3.9626 -1.8421
H 0.1831 3.8454 -1.7749
H -0.6452 3.9107 -4.2385
H 0.3587 2.3691 -3.8261
H -1.6758 0.1547 -3.5751
H 4.5022 3.7263 -0.2354
H 4.5072 1.9317 -0.8834
H 2.5208 1.7456 1.3241
H 4.0656 0.3544 2.4661
H 5.1406 0.5889 0.9202
H 5.5197 1.6400 2.5405
H 2.2309 -1.3913 1.3569
H 3.0120 -0.2722 0.0624
H 2.5740 -1.6973 -1.9278
H 1.0709 -2.4966 -1.1144
H 0.1917 -2.9362 0.8887
H -1.5445 -2.9070 1.6180
H 1.1346 -2.4303 3.0519
H -0.6123 -2.6136 3.7428
H -1.4465 0.8708 3.9462
*
```

Results
Energy above the lowest of the compared OMol25 structures with the same formula, charge and spin (kcal/mol): 247.7
Energy (eV): -65810.4573
Structure (SMILES): CC[C@@H](Cl)[n+]1c(C)c(CCC(=O)O)c(C(=O)OC[C@@H](C)I)c(CCC(F)(F)F)c1CCC(=O)O
E_HOMO (eV): -11.689
LUMO level (eV): -5.32

The computed Löwdin charges, all in e, follow: C -0.16; C -0.21; C -0.53; Cl 0.63; N -0.01; C -0.01; C -0.05; C 0.00; C -0.14; C -0.08; C -0.27; O -0.01; O -0.02; C 0.10; C -0.22; O 0.02; O -0.10; C -0.22; C -0.74; C -0.19; I 0.80; C 0.01; C -0.12; C -0.06; C -0.22; F 0.02; F 0.01; F -0.02; C 0.01; C -0.12; C -0.08; C -0.23; O -0.04; O -0.05; H 0.10; H 0.08; H 0.08; H 0.11; H 0.12; H 0.12; H 0.10; H 0.09; H 0.12; H 0.12; H 0.14; H 0.15; H 0.13; H 0.14; H 0.13; H 0.14; H 0.07; H 0.09; H 0.08; H 0.08; H 0.11; H 0.11; H 0.15; H 0.13; H 0.13; H 0.09; H 0.13; H 0.14; H 0.11



(3)
2 unconnected molecules or ions with the total composition CH3IS at a distorted geometry, computed with ωB97M-V/def2-TZVPD.

```
! RIJCOSX wB97M-V def2-TZVPD def2/J DEFGRID3
* xyz 0 1
C -0.3293 -0.4739 0.0891
S 0.7671 -0.5192 1.3458
I 0.4406 1.1680 -2.6115
H -0.0093 -0.9531 -0.9282
H -1.1718 0.2646 0.0140
H 0.3027 0.5137 2.0908
*
```

Results
Energy above the lowest of the compared OMol25 structures with the same formula, charge and spin (kcal/mol): 38.4
Energy (eV): -20019.2488
E_HOMO (spin up / spin down) (eV): -9.050 / -8.080
LUMO level (spin up / spin down) (eV): -1.11 / -2.54

The computed Löwdin charges, all in e, follow: C -0.57; S 0.77; I -0.06; H -0.05; H 0.01; H -0.10



Q: energy of number 1 (C11H18BF10N5O4SbTc)?
A: -63920.2654 eV